Below is the ion C8H12O2P with charge -1 in a non-equilibrium geometry, with properties calculated with the ωB97M-V functional and the def2-TZVPD basis.

The total charge is -1. The HOMO-LUMO gap comes out at 8.213 eV. The calculation puts the calculated total energy at -21874.05282 eV. Its molar mass is 171.2 g/mol. The SMILES is C=C=C[C@H](C)C[P@](=O)([O-])C=C. The calculation puts the LUMO energy at 3.51 eV. The energy above the lowest of the compared OMol25 structures with the same formula, charge and spin is 111.53 kJ/mol.

CARTESIAN COORDINATES (ANGSTROEM)
C 3.3261 1.6845 0.8213
C 2.0928 1.4564 0.4408
C -0.6645 -0.2057 -1.1412
C 0.9485 1.0748 0.0950
C 0.6468 -0.3399 -0.4098
C -2.0910 -0.3329 1.3317
C 1.6874 -1.0655 -1.3123
C -2.7651 -1.4816 1.3544
O -3.3125 0.2149 -0.9317
O -1.8359 2.0255 0.1858
P -2.0668 0.6377 -0.2125
H 3.8847 2.3359 0.2570
H -0.6233 0.4390 -2.0513
H -1.3555 -1.0039 -1.2320
H 0.0377 1.7344 -0.0838
H 0.4439 -0.9133 0.5381
H -1.6958 0.1365 2.1768
H 2.3591 -1.4284 -0.5854
H 2.1623 -0.3692 -2.0034
H 1.0463 -1.8501 -1.6790
H 3.8162 1.2854 1.6757
H -2.9212 -2.0380 2.3040
H -3.1202 -1.9964 0.4619


Below is a structure of composition C8H12O2S in a non-equilibrium geometry, with properties calculated with the ωB97M-V functional and the def2-TZVPD basis.

The total charge is 0. The HOMO-LUMO gap comes out at 7.404 eV. The calculation puts the calculated total energy at -23418.11724 eV. Its molar mass is 172.2 g/mol. The calculation puts the LUMO energy at -1.38 eV. The energy above the lowest of the compared OMol25 structures with the same formula, charge and spin is 114.73 kJ/mol.

CARTESIAN COORDINATES (ANGSTROEM)
C 2.7390 -0.4536 0.5315
C 2.8640 -1.9013 0.2785
C 1.4513 -1.2774 -1.4914
C 1.1890 -0.0867 -0.6046
C -1.3091 0.4565 -0.6753
C 0.2410 1.3609 1.0980
C -0.3956 -1.0762 1.0357
C -0.0369 0.1244 0.2596
O 3.5904 -2.7274 0.7394
O 1.9845 -2.3228 -0.6538
S 3.7529 0.4811 1.3730
H 0.5206 -1.5922 -1.9463
H 2.1666 -0.9219 -2.1428
H 1.4889 0.8914 -1.1527
H -2.1150 0.4531 0.0400
H -1.3372 -0.1604 -1.5280
H -1.2470 1.5180 -0.8613
H 0.5970 2.1767 0.5100
H -0.6872 1.6114 1.5917
H 0.9253 0.9395 1.8085
H -1.2950 -0.9439 1.6481
H 0.2818 -1.6161 1.8039
H -0.5795 -1.8348 0.2785